37
Properties=species:S:1:pos:R:3 method="wB97M-V/def2-TZVPD" homo_energy_ev=-8.68 energy_ev=-33731.47637 lumo_energy_ha=0.0233 smiles="CCOC(=O)C[C@@H]1C(=O)NCCN1Cc1cccs1" total_charge=0 de_lowest_kcal_mol=29.9
C -4.47627 -2.15829 -1.05582
C -3.53979 -2.10422 0.13588
O -2.32286 -1.47368 -0.27195
C -1.34852 -1.43717 0.63316
O -1.38255 -1.99738 1.69677
C -0.17701 -0.61284 0.14369
C -0.08933 0.67018 1.01908
C -1.39957 1.42216 0.78971
O -2.45684 0.99772 1.20809
N -1.33877 2.53084 0.02560
C -0.13511 3.21204 -0.38714
C 1.01919 2.21451 -0.45712
N 1.05604 1.51574 0.80497
C 2.34014 1.02197 1.25531
C 2.98164 -0.06695 0.44223
C 3.41268 -0.03738 -0.84933
C 3.97320 -1.26188 -1.27873
C 3.97081 -2.20582 -0.30531
S 3.28160 -1.62197 1.15637
H -4.67643 -1.15247 -1.41442
H -4.02895 -2.73405 -1.86215
H -5.41255 -2.62443 -0.76297
H -3.96577 -1.51329 0.95328
H -3.30932 -3.10647 0.51438
H -0.32274 -0.36374 -0.90693
H 0.73475 -1.19486 0.26978
H -0.08403 0.34187 2.06532
H -2.21418 3.02383 -0.08736
H 0.11548 4.00113 0.33409
H -0.30480 3.67291 -1.36451
H 0.87893 1.54288 -1.31766
H 1.95554 2.75811 -0.59155
H 3.01604 1.88579 1.28469
H 2.20816 0.66326 2.27934
H 3.34387 0.82941 -1.48185
H 4.36305 -1.42451 -2.26764
H 4.33429 -3.21297 -0.34930